Record 1
The following is a DFT calculation (the ωB97M-V functional and the def2-TZVPD basis) of a structure of composition C68H88Br2N6O6SSi2Sr.

Properties
E_HOMO: -2.33 eV
max |F|: 0.824 eV/A
energy relative to the best compared isomer or geometry (same formula, charge and spin): 0.0 kcal/mol
charge: -2

Last column: Löwdin charge in e.
Cartesian coordinates (Å):
Sr  0.0876  0.5196  -1.1817  1.258
C  -3.6153  -4.2238  2.2109  -0.064
C  -3.0042  -2.8243  2.2656  -0.373
C  -4.0916  -1.7452  2.2504  -0.050
C  -2.0917  -2.6305  3.4592  -0.149
C  -2.5436  -2.9384  4.7354  -0.058
C  -1.7564  -2.7110  5.8511  -0.101
C  -0.5188  -2.1099  5.6783  -0.054
C  -0.0329  -1.7623  4.4236  -0.149
C  1.2601  -0.9741  4.3508  -0.360
C  0.9879  0.4453  3.8460  -0.055
C  2.3823  -1.6515  3.5555  -0.053
C  -0.8044  -2.0811  3.2882  -0.188
N  -0.3745  -1.7300  2.0110  0.121
C  0.2469  -2.4470  1.1527  -0.138
C  0.7300  -3.8198  1.1633  -0.142
C  0.5898  -4.6507  2.2901  -0.055
C  1.0241  -5.9554  2.3144  -0.129
C  1.6264  -6.4787  1.1570  -0.119
C  1.8004  -5.7141  0.0383  -0.060
C  1.3799  -4.3345  -0.0337  -0.279
N  1.5490  -3.5946  -1.1150  0.089
C  2.3107  -4.0555  -2.1872  -0.208
C  3.7237  -3.9203  -2.1889  -0.135
C  4.4553  -4.3270  -3.2984  -0.057
C  3.8445  -4.8556  -4.4236  -0.104
C  2.4665  -4.9894  -4.4306  -0.070
C  1.6970  -4.6069  -3.3388  -0.161
C  0.2066  -4.8566  -3.3617  -0.372
C  -0.4752  -4.4036  -4.6535  -0.054
C  -0.0874  -6.3360  -3.0923  -0.055
C  4.4627  -3.3422  -0.9974  -0.367
C  5.5336  -2.3329  -1.4192  -0.080
C  5.1070  -4.4449  -0.1474  -0.058
H  -4.2260  -4.3356  1.3118  0.065
H  -4.2585  -4.4135  3.0741  0.065
H  -2.8345  -4.9878  2.1944  0.081
H  -2.4050  -2.6787  1.3713  0.091
H  -4.7451  -1.8387  3.1223  0.074
H  -4.7067  -1.8304  1.3490  0.068
H  -3.6408  -0.7513  2.2634  0.084
H  -3.5328  -3.3668  4.8575  0.101
H  -2.1094  -2.9767  6.8401  0.088
H  0.0908  -1.8830  6.5467  0.102
H  1.6074  -0.8895  5.3864  0.118
H  0.6637  0.4411  2.8059  0.068
H  1.8830  1.0630  3.9127  0.067
H  0.2006  0.9218  4.4334  0.079
H  2.2230  -1.5578  2.4821  0.065
H  2.4550  -2.7144  3.7972  0.077
H  3.3386  -1.1793  3.7915  0.074
H  0.4218  -1.9464  0.2049  0.069
H  0.1215  -4.2432  3.1736  0.099
H  0.9019  -6.5637  3.2014  0.080
H  1.9639  -7.5110  1.1514  0.092
H  2.2670  -6.1362  -0.8437  0.104
H  5.5348  -4.2240  -3.2842  0.100
H  4.4341  -5.1634  -5.2795  0.087
H  1.9776  -5.4147  -5.3012  0.100
H  -0.2056  -4.2689  -2.5454  0.085
H  -0.1802  -5.0202  -5.5067  0.071
H  -0.2306  -3.3662  -4.8811  0.054
H  -1.5610  -4.4795  -4.5501  0.072
H  0.4007  -6.9627  -3.8439  0.077
H  -1.1621  -6.5355  -3.1303  0.062
H  0.2850  -6.6309  -2.1093  0.067
H  3.7252  -2.8265  -0.3816  0.115
H  6.3941  -2.8359  -1.8717  0.065
H  5.8892  -1.7786  -0.5502  0.072
H  5.1371  -1.6101  -2.1306  0.076
H  5.7449  -5.0818  -0.7682  0.075
H  4.3527  -5.0719  0.3262  0.059
H  5.7269  -4.0040  0.6381  0.074
O  -7.8046  -2.7709  -3.3757  0.055
N  -6.7001  -3.2670  -3.2250  -0.339
O  -6.4458  -4.4238  -3.5123  0.062
C  -5.6370  -2.4289  -2.6668  -0.079
C  -5.8764  -1.0978  -2.6692  0.062
C  -4.9252  -0.1728  -2.1715  -0.134
C  -5.1770  1.2133  -2.1465  0.000
C  -4.2370  2.0482  -1.6212  -0.041
C  -3.0448  1.4879  -1.1303  -0.139
N  -2.7738  0.1970  -1.1651  0.093
C  -3.6967  -0.6351  -1.6777  -0.143
C  -3.4268  -2.0627  -1.6833  -0.140
N  -2.2356  -2.4498  -1.1951  0.159
C  -1.9922  -3.7337  -1.0715  -0.121
C  -2.9108  -4.7196  -1.4524  -0.035
C  -4.1020  -4.3453  -2.0087  0.001
C  -4.4025  -2.9742  -2.1476  -0.062
H  -6.8155  -0.7386  -3.0657  0.127
H  -6.1124  1.5927  -2.5417  0.119
H  -4.3785  3.1185  -1.5862  0.100
H  -2.2990  2.1397  -0.6835  -0.005
H  -1.0354  -4.0056  -0.6407  0.093
H  -2.6677  -5.7640  -1.3152  0.110
H  -4.8095  -5.0883  -2.3354  0.099
Br  -2.4839  4.0497  -4.1910  0.746
C  -1.6323  2.5338  -4.9549  -0.596
C  -1.6974  2.3539  -6.3389  -0.197
C  -1.0395  1.3121  -6.9307  -0.639
Br  -1.1490  1.1271  -8.8286  0.696
C  -0.2735  0.4046  -6.1639  -0.197
C  0.5002  -0.6552  -6.6905  -0.039
C  1.2321  -1.4477  -5.8540  -0.057
C  1.1820  -1.2100  -4.4679  -0.124
N  0.4612  -0.2489  -3.9466  0.093
C  -0.2481  0.5753  -4.7583  -0.139
C  -0.9351  1.6747  -4.0961  -0.438
O  -0.8605  1.8234  -2.8362  -0.320
H  -2.2679  3.0508  -6.9369  0.085
H  0.5128  -0.8198  -7.7598  0.072
H  1.8389  -2.2584  -6.2349  0.105
H  1.7415  -1.8331  -3.7756  0.111
C  5.5907  1.8095  -0.7659  -0.217
Si  3.6915  1.8665  -0.5324  0.326
C  3.4610  2.1405  1.3161  -0.191
C  3.1751  3.4483  -1.4338  -0.191
C  2.7739  0.4203  -1.1553  -0.409
H  6.0556  2.7511  -0.4497  0.007
H  5.8555  1.6366  -1.8135  0.010
H  6.0347  1.0033  -0.1737  0.003
H  4.1671  2.8859  1.6965  0.020
H  3.6207  1.2092  1.8669  0.017
H  2.4485  2.4945  1.5267  -0.006
H  3.5378  4.3370  -0.9084  0.013
H  2.0846  3.5143  -1.4815  -0.003
H  3.5698  3.4721  -2.4543  0.021
H  3.0638  -0.4979  -0.6281  -0.066
H  2.9960  0.2758  -2.2235  -0.057
C  1.0840  6.2934  4.3436  -0.036
C  1.4055  4.7985  4.2929  -0.644
C  0.8715  4.1203  5.5530  -0.028
C  2.9141  4.5971  4.1772  -0.029
O  0.8137  4.1415  3.1824  -0.156
Si  -0.0323  4.6760  1.8753  -0.174
S  -0.4161  3.1455  0.5732  0.333
O  0.8820  5.9216  1.2928  -0.154
C  0.6004  6.9403  0.3427  -0.651
C  -0.1968  6.3977  -0.8414  -0.048
C  -0.1759  8.0672  1.0274  -0.033
C  1.9561  7.4520  -0.1323  -0.032
O  -1.4148  5.4410  2.3970  -0.172
C  -2.6960  4.9458  2.7419  -0.666
C  -3.5485  4.8994  1.4758  -0.042
C  -3.2794  5.9415  3.7432  -0.039
C  -2.6248  3.5596  3.3820  -0.042
H  1.5006  6.7294  5.2547  0.082
H  0.0036  6.4491  4.3347  0.077
H  1.5042  6.8015  3.4759  0.073
H  1.3703  4.5119  6.4433  0.080
H  1.0383  3.0448  5.4925  0.071
H  -0.2021  4.2985  5.6443  0.074
H  3.4388  5.1178  4.9829  0.079
H  3.2553  4.9841  3.2159  0.087
H  3.1568  3.5344  4.2195  0.078
H  -1.1927  6.0825  -0.5235  0.070
H  0.3019  5.5275  -1.2679  0.070
H  -0.2980  7.1694  -1.6086  0.083
H  -1.0841  7.6644  1.4750  0.069
H  -0.4431  8.8399  0.3019  0.080
H  0.4270  8.5186  1.8192  0.078
H  2.5297  6.6261  -0.5539  0.074
H  2.5155  7.8692  0.7080  0.080
H  1.8307  8.2239  -0.8951  0.080
H  -3.6526  5.9020  1.0538  0.083
H  -4.5434  4.5005  1.6926  0.082
H  -3.0547  4.2601  0.7412  0.042
H  -3.2601  6.9497  3.3245  0.079
H  -2.6869  5.9365  4.6607  0.078
H  -4.3112  5.6789  3.9895  0.079
H  -2.2888  2.8176  2.6566  0.049
H  -3.6073  3.2754  3.7658  0.084
H  -1.9100  3.5650  4.2071  0.073

Forces on atoms 1 to 3 (eV/Å):
Sr 0.5 -0.2 0.6
C 0.1 0.0 0.0
C 0.0 0.0 0.0



Record 2
The following is a DFT calculation (the ωB97M-V functional and the def2-TZVPD basis) of a cluster of 20 separate species, C68H90Cl18F12NO34PS2 in total at a distorted geometry.

Properties
E_HOMO: -4.92 eV
max |F|: 6.389 eV/A
charge: -2

Last column: Löwdin charge in e.
Cartesian coordinates (Å):
P  7.4726  -2.4234  0.9200  0.273
F  8.9933  -3.0553  0.7286  -0.203
F  7.8463  -1.2265  -0.2094  -0.205
F  7.1312  -3.5361  -0.2452  -0.177
F  5.9255  -1.9337  0.9207  -0.149
F  7.2157  -3.5478  2.0479  -0.167
F  7.9128  -1.2617  1.9939  -0.187
C  -0.2946  -1.2955  -2.3700  -0.533
F  -1.4157  -1.4620  -3.0988  0.113
F  0.6184  -2.2581  -2.6563  0.075
F  0.2237  -0.1207  -2.8254  0.113
S  -0.7478  -1.2660  -0.4306  0.775
O  -0.8784  0.1891  -0.1635  -0.307
O  -1.9838  -2.0703  -0.3260  -0.344
N  0.6478  -2.0319  0.2734  -0.291
S  0.2435  -2.3453  1.6971  0.535
O  -0.4568  -1.3094  2.4112  -0.324
O  -0.3355  -3.7040  1.8594  -0.381
C  2.0198  -2.4138  2.5307  -0.595
F  2.5857  -3.5784  2.3919  0.158
F  2.7249  -1.3712  2.0680  0.132
F  1.7387  -2.1776  3.8550  0.069
Cl  7.8949  1.9293  3.5206  0.524
C  6.2263  1.2698  3.6629  -0.640
C  5.4861  1.2893  2.3380  -0.658
Cl  4.9936  2.8964  1.8250  0.614
H  5.7063  1.8071  4.4560  0.066
H  6.2698  0.2157  3.9366  0.027
H  4.5686  0.7038  2.3971  0.062
H  6.0335  0.8233  1.5187  0.065
Cl  4.0359  -4.1407  7.2490  0.547
C  4.4509  -4.7401  5.5861  -0.585
C  5.4613  -3.7891  4.9709  -0.615
Cl  4.9003  -2.0821  4.9923  0.592
H  3.5924  -5.0249  4.9778  0.055
H  4.9440  -5.6905  5.7900  0.063
H  5.8685  -3.9704  3.9762  0.057
H  6.4090  -3.8444  5.5065  0.071
Cl  0.7853  -3.8034  -5.1853  0.636
C  -0.9120  -3.7761  -5.6612  -0.646
C  -1.2673  -2.5861  -6.5688  -0.629
Cl  -0.9153  -2.8254  -8.3310  0.499
H  -1.4445  -3.7607  -4.7102  0.049
H  -1.1027  -4.7633  -6.0822  0.063
H  -0.7072  -1.6747  -6.3594  0.034
H  -2.2848  -2.2605  -6.3526  0.053
Cl  2.3177  -0.5182  8.5597  0.570
C  1.8523  -1.3158  7.0682  -0.705
C  0.5152  -2.1223  7.1132  -0.653
Cl  0.4579  -3.3991  8.3431  0.527
H  2.6554  -2.0037  6.8036  -0.037
H  1.9696  -0.7082  6.1709  0.044
H  0.3507  -2.6646  6.1821  0.015
H  -0.3745  -1.4925  7.1203  0.063
Cl  -3.4793  -4.4239  7.4421  0.536
C  -3.0835  -5.1202  5.8568  -0.646
C  -3.3098  -4.1153  4.6412  -0.600
Cl  -1.9484  -2.9542  4.5982  0.631
H  -3.5982  -6.0516  5.6206  0.068
H  -2.0080  -5.2961  5.8332  0.023
H  -4.2388  -3.5616  4.7778  0.025
H  -3.4935  -4.5204  3.6461  0.045
Cl  0.6815  -6.5172  4.5378  0.596
C  0.4495  -7.0451  2.8833  -0.728
C  1.4000  -6.4717  1.9175  -0.635
Cl  1.0059  -7.2478  0.3630  0.637
H  -0.5731  -6.8724  2.5478  0.066
H  0.5661  -8.1122  3.0727  0.056
H  2.3614  -6.9127  2.1808  0.068
H  1.4737  -5.3850  1.8746  0.048
Cl  -6.1492  -2.2295  2.2070  0.511
C  -4.4710  -1.5942  2.0809  -0.613
C  -4.1871  -0.4180  3.0558  -0.586
Cl  -4.7171  -0.6909  4.7824  0.522
H  -4.2422  -1.3473  1.0441  0.040
H  -3.9148  -2.4947  2.3415  0.013
H  -4.6697  0.4923  2.6998  0.049
H  -3.1080  -0.2694  3.0162  0.053
Cl  -2.8989  -4.8516  0.6458  0.652
C  -2.3735  -5.5902  -0.8366  -0.668
C  -0.9609  -5.1046  -1.1838  -0.628
Cl  -0.2010  -6.0693  -2.5401  0.529
H  -3.0607  -5.2837  -1.6253  0.065
H  -2.4256  -6.6741  -0.7343  0.063
H  -0.3597  -5.1684  -0.2768  0.005
H  -1.1210  -4.1003  -1.5760  0.036
Cl  2.2414  -0.9865  -7.8196  0.570
C  2.9856  0.5731  -7.4384  -0.684
C  3.5005  0.6009  -6.0430  -0.696
Cl  3.9618  2.2001  -5.4938  0.597
H  2.3237  1.3684  -7.7811  0.063
H  3.8049  0.6687  -8.1510  0.065
H  4.3942  -0.0144  -5.9386  0.073
H  2.7150  0.3350  -5.3356  0.059
C  4.7628  -4.7595  0.4184  -0.126
O  4.8697  -4.8471  -1.0143  -0.145
C  3.4639  -5.0886  -1.5014  -0.182
C  3.2645  -4.6664  -2.8788  -0.257
O  4.4476  -4.0123  -3.3413  -0.174
C  4.1611  -3.1044  -4.4497  -0.095
H  4.2267  -3.8553  0.7068  0.060
H  5.7689  -4.9032  0.8124  0.071
H  4.2259  -5.5921  0.8730  0.063
H  2.7245  -4.4808  -0.9799  0.098
H  3.1597  -6.1304  -1.4007  0.094
H  2.3954  -4.0285  -3.0399  0.052
H  3.0902  -5.5513  -3.4909  0.112
H  3.4274  -2.3828  -4.0903  0.063
H  3.5758  -3.5542  -5.2517  0.044
H  5.0462  -2.5980  -4.8348  0.087
C  -6.0143  -1.0020  -1.3392  -0.013
O  -5.1990  -0.4575  -2.4732  -0.221
C  -4.5092  -1.3552  -3.3026  -0.194
C  -5.2481  -2.3522  -4.2296  -0.176
O  -4.2405  -3.0865  -4.8613  -0.206
C  -4.6255  -3.9343  -5.8973  -0.113
H  -6.2413  -0.2034  -0.6330  0.079
H  -5.3188  -1.6643  -0.8236  0.068
H  -6.8527  -1.6067  -1.6848  0.088
H  -3.8282  -1.9587  -2.7023  0.110
H  -3.7059  -0.8731  -3.8597  0.102
H  -5.8694  -1.8613  -4.9787  0.126
H  -5.7878  -3.0774  -3.6205  0.123
H  -3.7291  -4.4599  -6.2265  0.084
H  -5.3206  -3.6006  -6.6677  0.095
H  -5.1085  -4.7958  -5.4363  0.083
C  -0.3930  5.5803  8.6070  -0.101
O  0.5627  5.6391  7.5101  -0.179
C  -0.0087  5.7897  6.1818  -0.168
C  1.0256  5.7677  5.0905  -0.219
O  1.1667  4.4624  4.6071  -0.167
C  2.0948  4.4482  3.4588  -0.063
H  0.0611  5.7553  9.5824  0.075
H  -0.7464  4.5619  8.7683  0.073
H  -1.2851  6.2059  8.5791  0.079
H  -0.5016  6.7497  6.0280  0.118
H  -0.7176  4.9668  6.0905  0.127
H  2.0004  6.1101  5.4379  0.135
H  0.6556  6.3838  4.2710  0.106
H  1.7905  5.0381  2.5942  0.070
H  2.4804  3.4598  3.2090  0.045
H  3.0506  4.9208  3.6852  0.077
C  -5.0092  4.5091  -6.9585  0.084
C  -5.7235  4.1780  -8.0685  -0.205
C  -6.1265  2.8057  -8.3576  -0.380
O  -6.6663  2.4602  -9.4063  0.094
C  -6.0130  1.8874  -7.2943  0.061
C  -5.4085  2.2156  -6.0888  -0.156
C  -4.6943  3.5542  -5.8663  -0.232
O  -4.0684  3.7598  -4.7970  0.088
O  -5.3131  1.4011  -5.0201  0.102
O  -5.5875  5.0303  -9.1293  0.089
H  -4.5652  5.4910  -6.8875  0.129
H  -6.5037  0.9391  -7.4566  0.131
H  -4.9034  1.8058  -4.2520  0.052
H  -5.9192  4.5050  -9.8612  0.099
C  -0.5207  6.0041  1.4770  0.070
C  0.4545  5.8859  0.5281  -0.142
C  1.3364  7.0405  -0.0150  -0.286
O  2.1979  7.0142  -0.8814  0.128
C  1.1850  8.2396  0.8156  0.065
C  0.1715  8.3754  1.6812  -0.231
C  -0.8098  7.3220  2.0537  -0.301
O  -1.7665  7.6083  2.8112  0.068
O  0.0004  9.4796  2.4446  0.086
O  0.6048  4.6582  -0.1133  0.056
H  -1.1300  5.1452  1.7169  0.130
H  1.7917  9.0948  0.5569  0.133
H  -0.6735  9.3603  3.1178  0.101
H  1.1985  4.7501  -0.8621  0.072
C  0.8485  1.3226  4.3652  0.074
C  0.0291  1.4430  5.4412  -0.266
C  -1.4090  1.7874  5.3391  -0.288
O  -2.2067  1.7508  6.3202  0.060
C  -1.8001  2.1281  4.0014  0.040
C  -1.0538  2.0344  2.8795  -0.143
C  0.4472  1.6556  2.9930  -0.324
O  1.1554  1.7120  2.0164  0.113
O  -1.6456  2.2911  1.6420  0.060
O  0.4983  1.3668  6.6546  0.096
H  1.8435  1.0175  4.6537  0.131
H  -2.8092  2.4586  3.8044  0.123
H  -1.0872  1.8946  0.9693  0.054
H  -0.2276  1.6002  7.2378  0.115
C  -4.5307  3.3365  0.9259  0.070
C  -4.7174  4.6800  0.8468  -0.206
C  -4.6401  5.3418  -0.5434  -0.307
O  -4.4719  6.5589  -0.6263  0.091
C  -4.6591  4.4131  -1.6438  0.074
C  -4.7686  3.0486  -1.5612  -0.189
C  -4.5009  2.3987  -0.2292  -0.272
O  -4.2613  1.2067  -0.0308  0.108
O  -4.8623  2.1858  -2.5606  0.063
O  -4.9124  5.4612  1.9320  0.097
H  -4.4869  2.8869  1.9069  0.113
H  -4.8988  4.8395  -2.6067  0.119
H  -4.7649  1.3020  -2.1988  0.073
H  -4.8138  6.3834  1.6838  0.105
C  5.7349  0.2454  -1.8744  0.103
C  5.0827  1.4671  -1.7294  -0.218
C  3.6413  1.5378  -1.4091  -0.382
O  2.9704  2.5471  -1.4267  0.083
C  3.0066  0.2846  -1.0544  0.049
C  3.6144  -0.9159  -1.1639  -0.136
C  5.0457  -1.0735  -1.6809  -0.288
O  5.6797  -2.0933  -1.8940  0.124
O  2.9929  -2.0716  -0.6985  0.031
O  5.7919  2.6450  -1.7033  0.042
H  6.7835  0.2164  -2.1313  0.123
H  2.0326  0.4783  -0.6301  0.114
H  2.1457  -1.9279  -0.2706  -0.021
H  5.3465  3.3116  -1.1752  0.079
C  -1.8183  1.9189  -3.5436  0.028
C  -1.0833  2.8060  -2.9038  -0.176
C  0.0171  3.6885  -3.5173  -0.232
O  0.7768  4.4348  -2.9320  0.130
C  0.1413  3.3110  -4.9855  0.097
C  -0.5589  2.2975  -5.5655  -0.198
C  -1.5566  1.4377  -4.8864  -0.294
O  -2.2192  0.5130  -5.4170  0.072
O  -0.5921  2.0864  -6.9334  0.064
O  -1.3972  3.0169  -1.5929  0.096
H  -2.6416  1.4972  -2.9862  0.129
H  0.8205  3.7898  -5.6753  0.121
H  -1.3025  1.4926  -7.1870  0.098
H  -0.7308  3.5138  -1.1126  0.077

Forces on atoms 1 to 3 (eV/Å):
P 1.9 0.0 -3.0
F 0.1 1.4 1.1
F -0.5 -1.3 0.3



no.,orbital gap (eV)
1,4.6
2,5.2